[1]
# C27H23CaF6N9O5S4

A structure of composition C27H23CaF6N9O5S4 (ωB97M-V/def2-TZVPD, the OMol25 dataset).

E_LUMO   -1.321 eV
Energy relative to the best compared isomer or geometry (same formula, charge and spin)   5.2 kcal per mole
HOMO energy   -7.58 eV

Structure (ORCA input):
```
! RIJCOSX wB97M-V def2-TZVPD def2/J DEFGRID3
* xyz 0 1
Ca -0.16230 -0.03570 -0.66805
C 0.25380 -5.50317 1.95203
S -0.45322 -5.13234 0.33528
C -0.00493 -3.46978 0.07791
S -0.58488 -2.80994 -1.37709
N 0.75706 -2.92774 1.02469
N 1.14613 -1.66884 0.73776
C 1.99726 -1.13766 1.53918
C 2.56623 0.17699 1.22204
C 3.50076 0.76193 2.07746
C 4.07729 1.96630 1.72426
C 3.71722 2.56144 0.52244
C 2.76627 1.92724 -0.25620
N 2.18851 0.77600 0.08073
H -0.01300 -6.53843 2.15933
H -0.17399 -4.84910 2.70646
H 1.33407 -5.38948 1.93322
H 2.36202 -1.67079 2.41510
H 3.76715 0.25942 2.99790
H 4.80898 2.43216 2.37189
H 4.15859 3.49204 0.19487
H 2.43856 2.35862 -1.19677
C 3.63452 -3.74782 -3.51290
C 3.65650 -3.03630 -2.32205
C 2.83901 -1.93080 -2.16687
C 2.01762 -1.52911 -3.20928
C 1.99342 -2.23576 -4.40652
C 2.80028 -3.34708 -4.55311
N 1.18563 -0.40093 -2.95753
N 0.74146 0.15340 -3.97000
C -0.09202 1.28482 -3.72036
C -0.78150 1.78335 -4.81010
C -1.61474 2.87318 -4.62785
C -1.71853 3.42784 -3.36365
C -0.98880 2.85753 -2.33309
N -0.18371 1.80941 -2.49349
H 4.25584 -4.62620 -3.62831
H 4.29412 -3.35632 -1.50883
H 2.81306 -1.37327 -1.24083
H 1.32071 -1.92189 -5.19252
H 2.77073 -3.91483 -5.47332
H -0.65745 1.29952 -5.76851
H -2.17882 3.28007 -5.45615
H -2.36227 4.27354 -3.16914
H -1.07648 3.24991 -1.32720
N 0.55090 4.96570 5.05399
C -0.20782 3.83646 5.03261
O -0.85652 3.46352 5.98483
C -0.23184 3.07665 3.72960
C -0.62461 1.74986 3.75840
C -0.65901 1.03151 2.57494
N -0.32654 1.56269 1.39294
C 0.04041 2.84487 1.37483
C 0.09946 3.63915 2.50378
H 0.62833 5.44411 5.93574
H 1.23667 5.15905 4.34813
H -0.91065 1.29451 4.69594
H -0.97861 -0.00130 2.56658
H 0.31402 3.25527 0.40915
H 0.37479 4.68079 2.40629
F -5.08916 1.46322 0.09276
C -3.83378 1.28378 0.47600
F -3.09962 2.31919 0.01941
F -3.76190 1.28606 1.79650
S -3.12546 -0.29339 -0.24594
O -2.12509 -0.69281 0.73341
O -2.50064 0.15815 -1.48518
N -4.29081 -1.24526 -0.54935
S -5.21075 -1.91762 0.57378
O -5.11385 -1.22978 1.83252
O -6.48481 -2.23566 0.01780
C -4.38032 -3.53635 0.84231
F -4.26140 -4.20599 -0.29661
F -3.17404 -3.35185 1.36982
F -5.11351 -4.25601 1.69219
*
```

Atomic partial charges in e from the Mulliken method, atoms 1 to 8: 1.793 -0.799 0.029 0.454 -0.404 -1.851 1.693 -1.837

***

[2]
# C27H23ClGeN2O3W

A structure of composition C27H23ClGeN2O3W at a distorted geometry (ωB97M-V/def2-TZVPD, the OMol25 dataset).

E_LUMO (alpha / beta)   -7.918 / -7.918 eV
Energy relative to the best compared isomer or geometry (same formula, charge and spin)   39.6 kcal per mole
HOMO energy (alpha / beta)   -13.80 / -13.80 eV

Structure (ORCA input):
```
! RIJCOSX wB97M-V def2-TZVPD def2/J DEFGRID3
* xyz 2 1
W -0.26372 -0.55464 -1.19712
O 3.70175 3.40581 -1.12079
C 4.31015 2.23022 -1.25890
C 5.70687 2.21808 -1.28431
C 6.38013 1.02819 -1.43240
C 5.71266 -0.20015 -1.56232
C 4.34884 -0.20788 -1.53878
C 3.63099 0.99286 -1.38651
C 2.20495 0.97775 -1.36156
O 1.53850 -0.22281 -1.45632
N 1.40173 1.98557 -1.26646
N 0.07789 1.56647 -1.23189
C -0.60820 1.85350 -2.30944
C -2.05815 1.80494 -2.41717
C -2.73689 2.80906 -3.10689
C -4.12092 2.84516 -3.03901
C -4.82150 1.88332 -2.31940
C -4.16612 0.84598 -1.65868
C -2.79865 0.82707 -1.75199
O -2.02270 -0.17226 -1.21385
H 2.73980 3.32983 -1.11802
H 6.23933 3.15399 -1.18916
H 7.46251 1.04706 -1.45075
H 6.27537 -1.11368 -1.68130
H 3.79575 -1.13164 -1.64102
H -0.08303 2.35004 -3.12402
H -2.18812 3.56352 -3.65636
H -4.66034 3.62911 -3.55231
H -5.90218 1.92538 -2.28714
H -4.70287 0.07253 -1.12737
Ge 0.23588 -1.00516 1.53621
C -1.11719 0.33051 1.87668
C -2.41684 -0.08951 2.17656
C -3.38444 0.84526 2.50580
C -3.05705 2.19709 2.53668
C -1.76511 2.61943 2.24702
C -0.79419 1.68780 1.91430
C 0.02476 -2.74500 2.30063
C 0.71325 -2.98349 3.49180
C 0.56080 -4.19856 4.14337
C -0.26799 -5.17484 3.60959
C -0.95923 -4.93961 2.42938
C -0.81708 -3.72494 1.77554
H 1.64495 -0.42845 1.37210
H -2.66562 -1.14512 2.17642
H -4.38661 0.52466 2.75799
H -3.81101 2.92616 2.80416
H -1.51392 3.67048 2.29793
H 0.21452 2.02013 1.69285
H 1.37330 -2.23549 3.91663
H 1.09400 -4.38278 5.06617
H -0.37992 -6.12305 4.11770
H -1.61367 -5.70035 2.02543
H -1.39081 -3.54001 0.87729
Cl -0.25248 -2.04598 -3.08030
C 0.04794 -2.64611 -1.37331
H 1.02977 -3.10157 -1.31027
H -0.73987 -3.35393 -1.14309
*
```

Atomic partial charges in e from the Mulliken method, atoms 1 to 8: 0.309 -0.602 0.403 -0.728 -0.355 -0.909 -0.359 0.239

***

[3]
# C27H23N5O3S

An isolated molecule of C27H23N5O3S at a distorted geometry (ωB97M-V/def2-TZVPD, the OMol25 dataset).

SMILES   O=C(C[C@@H]1S/C(=N\N=C\c2c[nH]c3ccc(OCc4ccccc4)cc23)NC1=O)Nc1ccccc1
E_LUMO   0.573 eV
Energy relative to the best compared isomer or geometry (same formula, charge and spin)   5.5 kcal per mole
HOMO energy   -7.81 eV

Structure (ORCA input):
```
! RIJCOSX wB97M-V def2-TZVPD def2/J DEFGRID3
* xyz 0 1
O -6.69817 0.04131 2.47386
C -6.38390 0.31665 1.33679
C -5.12253 1.14551 1.05021
C -4.15116 0.47601 0.06717
S -2.40651 0.85887 0.46487
C -2.13953 1.64793 -1.11580
N -1.12741 2.26171 -1.54016
N -0.03429 2.55286 -0.87035
C 0.90425 1.72724 -0.61996
C 2.10217 2.14061 0.04094
C 2.40064 3.39911 0.51806
N 3.62973 3.40167 1.08851
C 4.17300 2.14458 1.00325
C 5.39504 1.65668 1.43516
C 5.68403 0.32615 1.20940
C 4.76663 -0.51281 0.56132
O 4.98399 -1.83824 0.30827
C 6.18533 -2.43356 0.74185
C 7.42136 -1.94072 0.02674
C 7.33299 -1.41716 -1.25557
C 8.46953 -0.97601 -1.90951
C 9.70507 -1.06266 -1.29173
C 9.80028 -1.59104 -0.01517
C 8.66355 -2.02482 0.64272
C 3.54205 -0.02304 0.12736
C 3.23674 1.31336 0.34571
N -3.28912 1.53954 -1.87870
C -4.38074 0.94489 -1.36078
O -5.43480 0.82142 -1.95211
N -7.05792 -0.03139 0.21834
C -8.23374 -0.78128 0.10337
C -8.70773 -1.02371 -1.18520
C -9.86219 -1.75711 -1.37542
C -10.55733 -2.25715 -0.28613
C -10.08705 -2.01659 0.99331
C -8.93178 -1.28327 1.19706
H -4.62172 1.28920 2.00923
H -5.42203 2.12707 0.67322
H -4.25903 -0.61181 0.11973
H 0.84024 0.67695 -0.91507
H 1.79507 4.28260 0.47333
H 4.07636 4.19836 1.51077
H 6.10920 2.29464 1.93382
H 6.63834 -0.05765 1.53115
H 6.30413 -2.31997 1.82896
H 6.04657 -3.50029 0.52778
H 6.36791 -1.35264 -1.73602
H 8.38940 -0.56570 -2.90532
H 10.59243 -0.71949 -1.80262
H 10.76197 -1.66153 0.47151
H 8.73856 -2.43228 1.64151
H 2.85766 -0.69296 -0.36726
H -3.29793 1.93079 -2.81123
H -6.67198 0.27124 -0.67636
H -8.16203 -0.63195 -2.03201
H -10.22095 -1.93931 -2.37787
H -11.46005 -2.83040 -0.43553
H -10.62414 -2.40293 1.84694
H -8.56844 -1.09747 2.19369
*
```

Atomic partial charges in e from the Mulliken method, atoms 1 to 8: -0.658 0.761 -1.056 -0.078 -0.160 0.393 -0.732 -0.156

***

[4]
# C27H24AlCl2N7O5S2

A structure of composition C27H24AlCl2N7O5S2 at a distorted geometry (ωB97M-V/def2-TZVPD, the OMol25 dataset).

E_LUMO   -1.613 eV
HOMO energy   -7.14 eV

Structure (ORCA input):
```
! RIJCOSX wB97M-V def2-TZVPD def2/J DEFGRID3
* xyz 0 1
Al 14.07487 12.84161 6.82845
Cl 12.99713 5.90491 7.91998
C 13.10493 7.51268 7.33141
C 11.91886 8.10601 6.93659
C 11.94228 9.39048 6.49729
Cl 10.50449 10.00293 5.82164
C 13.08848 10.28619 6.59406
O 13.07070 11.45135 6.09797
C 14.30424 9.65539 7.00111
C 15.45086 10.37264 7.05526
O 15.55420 11.73025 6.85460
C 14.26155 8.25198 7.44916
H 11.00186 7.50793 6.79270
H 16.47311 9.96984 7.20396
H 15.13152 7.70138 7.87967
O 17.38595 12.84265 5.16050
C 18.13816 13.84814 5.62862
C 19.51366 13.67093 5.40880
C 20.38058 14.75890 5.54040
C 19.92980 15.91123 6.20426
C 18.61406 16.06404 6.54596
C 17.70336 15.00291 6.33716
C 16.28148 15.10252 6.72958
O 15.40882 14.19155 6.46966
N 16.02297 16.25730 7.40860
N 14.76006 16.49165 7.65356
C 14.48791 17.80630 7.86470
S 15.71512 19.04000 7.76409
C 14.62711 20.48730 7.90189
C 13.16046 20.10032 7.84787
S 12.92070 18.41952 8.21613
H 16.54284 12.77221 5.67039
H 19.85070 12.65057 5.11667
H 21.43957 14.58082 5.38035
H 20.60932 16.71294 6.51746
H 18.33804 17.04640 6.96632
H 14.87414 21.19835 7.06062
H 14.84203 20.99977 8.83050
H 12.78745 20.25235 6.83413
H 12.55429 20.62044 8.60323
N 12.87059 14.07563 5.82992
C 12.11268 14.84671 5.40976
N 11.31560 15.71801 4.84640
C 9.88850 15.39572 4.49924
C 8.88435 16.06847 5.40132
C 9.40788 17.36146 5.98794
C 10.52525 18.08587 5.19976
C 11.70714 17.16004 4.88457
H 9.81648 14.33488 4.67699
H 9.65512 15.69700 3.50239
H 8.50279 15.45317 6.18145
H 7.95667 16.13164 4.77811
H 9.79474 17.20712 7.01347
H 8.58063 18.06198 6.13136
H 10.84311 19.00365 5.87945
H 10.24278 18.40109 4.19379
H 12.46663 17.26762 5.68464
H 12.13369 17.37571 3.93261
N 13.02313 14.91263 9.48331
C 12.95080 13.57898 9.24630
O 13.88024 13.01915 8.57612
C 11.96352 12.80433 9.87774
C 11.06133 13.36265 10.78593
N 10.27554 13.89509 11.47644
C 11.83105 11.42757 9.74377
N 11.70443 10.28822 9.65928
H 13.67217 15.49762 8.92113
H 12.30567 15.34858 10.11058
*
```

Atomic partial charges in e from the Mulliken method, atoms 1 to 8: 0.366 -0.221 0.420 -0.562 0.463 -0.210 0.134 -0.494

***

no.,E (Ha)
1,-4781.38339
2,-3981.48019
3,-1940.39609
4,-3762.07429